## w
# C6H12N3

A 2-piece molecular cluster, C6H12N3 overall (ωB97M-V/def2-TZVPD, OMol25).

Its frontier orbital gap is 8.89 eV. For the lowest unoccupied orbital energy, the calculation gives -4.84 eV.

```
! RIJCOSX wB97M-V def2-TZVPD def2/J DEFGRID3
* xyz 1 1
C -0.286 1.516 0.088
C -0.521 -2.859 -0.754
C -0.083 -1.861 -1.505
C 0.524 0.540 -1.757
C -0.564 0.067 0.174
C -0.658 2.591 1.071
N 0.318 1.742 -1.020
N -0.176 -0.526 -1.003
N 0.863 -0.397 1.968
H -0.573 -3.818 -1.141
H -1.171 -2.864 0.056
H 0.511 -1.923 -2.434
H 0.088 0.689 -2.679
H 1.652 0.331 -1.892
H -1.380 -0.470 0.493
H -1.030 3.500 0.422
H 0.404 2.867 1.529
H -1.279 2.260 1.906
H 0.591 -0.259 2.892
H 1.607 0.205 1.747
H 1.163 -1.332 1.837
*
```

***

## x
# C6H12N3

A 2-piece molecular cluster, C6H12N3 overall (ωB97M-V/def2-TZVPD, OMol25).

Its frontier orbital gap is 9.19 eV. For the lowest unoccupied orbital energy, the calculation gives -4.43 eV.

```
! RIJCOSX wB97M-V def2-TZVPD def2/J DEFGRID3
* xyz 1 1
C 0.186 -0.531 -1.392
C -0.265 -0.585 3.223
C 0.626 0.017 2.405
C 1.735 -0.164 0.076
C -0.523 -0.343 -0.122
C -0.512 -0.733 -2.708
N 1.471 -0.391 -1.221
N 0.423 -0.187 0.872
N -1.126 1.706 -0.613
H -0.176 -0.777 4.260
H -1.049 -1.196 2.827
H 1.486 0.579 2.678
H 2.463 -0.949 0.488
H 2.168 0.834 0.397
H -1.446 -0.611 0.175
H -1.275 -0.091 -2.867
H -0.975 -1.754 -2.557
H 0.178 -0.731 -3.572
H -1.294 2.298 0.143
H -1.917 1.644 -1.367
H -0.177 1.966 -1.126
*
```

***

## y
# C6H12N3

A 2-piece molecular cluster, C6H12N3 overall (ωB97M-V/def2-TZVPD, OMol25).

Its frontier orbital gap is 9.29 eV. For the lowest unoccupied orbital energy, the calculation gives -3.47 eV.

```
! RIJCOSX wB97M-V def2-TZVPD def2/J DEFGRID3
* xyz 1 1
C -1.455 2.738 -0.797
C -1.493 1.430 -0.468
C 0.582 2.128 -0.195
C -0.165 -1.509 -1.008
C 1.613 -1.117 0.907
C 0.193 -1.225 0.380
N -0.212 3.188 -0.488
N -0.208 1.079 -0.077
N -0.758 -1.325 1.332
H -2.246 3.329 -1.186
H -2.371 0.865 -0.702
H 1.708 2.111 0.055
H -1.139 -2.052 -1.138
H -0.155 -0.498 -1.488
H 0.657 -2.127 -1.416
H 1.707 -2.120 1.491
H 1.635 -0.284 1.708
H 2.350 -0.989 0.114
H -0.020 4.171 -0.526
H -0.600 -1.043 2.309
H -1.717 -1.666 1.068
*
```

***

Stability summary - winner: y; margin: 1.966 eV.